1.
The following is a quantum chemistry calculation of 11 unconnected molecules or ions with the total composition C22H66O11S10 in a non-equilibrium geometry, from OMol25.

```
109
Properties=species:S:1:pos:R:3:forces:R:3:lowdin_charge:R:1
H -37.31907 -50.36792 -6.25585 0.03 0.16 0.46 0.0448
H -35.65911 -53.66732 -0.27061 -2.05 2.11 0.23 0.1220
H -35.57083 -50.91199 -9.80096 0.81 -0.04 -0.05 0.0423
O -27.36026 -51.18037 -1.92813 -1.69 0.57 -1.95 -0.5976
H -31.68012 -55.16663 -1.23783 -2.83 0.48 -0.93 0.1179
H -33.29257 -49.35671 -4.70718 0.80 3.53 -0.17 0.0005
H -30.12322 -49.98698 -10.61718 0.35 0.00 -0.91 0.0132
C -31.17868 -54.19297 -7.45996 2.56 2.21 -1.99 -0.2935
S -31.99310 -49.57346 -12.19118 1.49 -4.63 -0.65 0.8621
C -32.00559 -46.42824 -7.65342 -0.53 3.19 1.22 -0.3049
H -37.05022 -53.63731 -1.27531 -0.47 0.41 -0.28 0.0670
C -35.71450 -50.52893 -10.80686 -3.29 0.28 4.97 -0.2512
H -37.31362 -52.96629 0.29826 -1.70 -0.40 2.59 0.0144
O -35.90821 -48.39528 -11.98226 -1.13 0.76 0.91 -0.5801
H -36.32184 -48.92919 -8.40363 2.31 2.01 -1.83 0.0888
H -34.68803 -52.36364 -8.03977 -0.36 -0.11 0.33 0.0202
H -29.80315 -48.88143 -13.06196 0.86 -0.37 0.07 0.0476
H -34.00596 -55.75907 -10.49606 -0.87 -2.92 -3.31 0.0036
H -31.24012 -57.88072 -7.89658 1.07 1.33 -0.61 0.0949
C -36.37231 -47.77801 -5.29952 -1.51 4.50 3.71 -0.3019
C -27.34150 -52.89892 -7.96307 -0.56 -1.36 -0.24 -0.2851
H -34.20400 -50.58615 -4.21004 -2.43 -0.87 0.86 -0.0089
H -27.08582 -52.95841 -9.02695 -0.59 -0.15 -0.05 0.0594
C -33.29879 -45.88482 -6.96216 2.17 -2.86 2.78 -0.0686
O -33.17280 -55.74931 -7.02849 2.88 -0.82 1.46 -0.5992
O -34.04914 -50.38135 -7.15697 1.99 -1.03 2.21 -0.5827
S -32.97490 -53.68261 -2.72198 0.11 2.06 -0.68 0.7837
H -31.27599 -48.61972 -14.12448 0.83 0.06 0.64 0.0747
H -36.06362 -47.26419 -9.43575 -0.24 0.03 1.00 0.0190
H -30.80861 -45.96766 -6.19348 0.24 0.58 0.40 0.0744
C -28.55264 -50.68199 -8.51142 -0.95 1.82 -2.34 -0.3429
H -38.93685 -50.18346 -5.50742 -0.46 0.36 -0.97 0.0377
H -31.32897 -50.69934 -7.62352 0.09 0.53 2.01 0.0250
H -34.34180 -53.96673 -7.46990 -0.73 -2.16 1.47 0.0248
H -31.20484 -48.61568 -10.13747 0.08 -2.09 -0.72 0.0867
H -30.54021 -50.90633 -1.51072 0.72 -0.96 -0.01 0.0580
H -28.83445 -49.64274 -8.28123 0.78 0.03 0.06 0.0689
O -36.18727 -54.26560 -9.76943 3.80 1.51 -0.18 -0.5552
H -32.57553 -50.82692 -3.75158 0.25 0.69 -0.43 0.0480
H -35.02724 -54.74762 -3.57093 -0.17 -0.13 0.51 0.0640
S -31.61754 -55.79239 -6.77951 -2.57 0.49 -0.81 0.9043
O -31.73788 -51.05642 -12.69866 -0.94 3.04 0.51 -0.5974
S -36.37760 -51.42981 -0.92326 0.32 2.65 -3.13 0.8476
C -30.80530 -48.54486 -13.11052 -2.29 -1.91 -1.13 -0.2380
H -31.68206 -45.72236 -8.49720 0.23 -0.84 1.34 0.1357
H -29.53305 -51.13189 -8.34221 0.45 -0.95 -0.45 0.0276
H -31.58402 -50.41317 -9.80992 -0.32 1.02 -1.73 0.0634
H -33.81626 -55.52080 -8.75315 -0.04 0.22 -2.10 0.0596
O -31.06500 -46.76918 -6.63092 0.21 -0.35 -1.23 -0.0992
H -30.05921 -54.11251 -7.99682 -2.77 -0.49 1.94 0.0979
H -27.00448 -49.25197 -4.40499 -1.57 -0.31 1.42 0.0749
H -32.45859 -56.04897 -2.57505 -0.92 0.84 0.77 0.0740
H -28.39713 -53.25883 -7.65993 1.96 0.28 -0.62 0.0558
H -28.74759 -48.82167 -4.15401 -1.15 0.32 -1.38 -0.0097
H -38.17415 -50.20166 -1.87467 0.61 1.55 -1.35 0.0163
H -34.55737 -53.29258 -4.42071 -0.24 0.55 0.71 0.0447
C -29.87950 -50.20615 -2.00577 0.90 -0.84 -0.35 -0.2315
H -34.50523 -48.18133 -9.46710 -3.27 -1.18 0.92 0.1249
H -32.30182 -47.31562 -8.08678 -0.39 -2.06 -1.06 0.0464
O -39.02681 -47.48461 -5.27558 -0.29 1.13 0.06 -0.5514
O -35.56872 -51.44617 -2.20735 -0.17 0.06 1.07 -0.5701
H -33.83619 -54.64306 -4.79286 1.78 -1.96 -1.73 -0.0047
C -30.97342 -56.80883 -8.16335 -0.33 -0.58 2.43 -0.2192
H -31.83856 -53.96540 -8.35511 0.85 -0.67 1.46 0.0211
C -36.65487 -53.01174 -0.47485 3.62 -5.18 -1.24 -0.3483
H -26.51474 -53.44215 -7.47842 -0.62 0.21 0.30 0.0660
S -28.42373 -50.76387 -2.98566 2.12 -1.19 3.12 0.8451
H -29.65684 -49.43009 -1.33912 0.70 1.15 0.94 0.0368
C -31.16541 -49.70590 -10.61296 -0.31 2.46 3.20 -0.3100
H -33.18478 -52.96543 -8.16891 1.10 0.16 -0.48 -0.0081
C -33.24271 -50.33627 -4.47257 0.93 -3.60 -1.40 -0.1789
C -34.17900 -53.31134 -8.23459 -1.35 4.24 -0.81 -0.3401
H -28.09931 -50.67478 -9.56826 -1.19 -0.26 1.29 0.0948
O -27.85007 -51.24895 -6.06478 0.69 0.35 -1.74 -0.5723
H -34.01613 -45.86264 -7.69142 -2.30 0.04 -1.59 0.0183
H -30.01114 -56.41187 -8.44032 0.89 -0.92 0.41 0.0487
H -27.73053 -48.24325 -2.89333 0.07 -2.82 -1.36 0.1209
S -34.67968 -53.69838 -9.86101 -4.06 -1.00 0.06 0.8962
O -31.79736 -53.17058 -3.52037 -0.34 -0.75 0.36 -0.5637
H -36.45392 -47.82704 -4.04329 -0.15 -0.13 -3.62 0.1430
S -33.05162 -51.11325 -6.16948 -1.44 2.03 -0.25 0.8473
S -37.95826 -48.01074 -6.14441 0.38 -1.97 1.44 0.7883
S -27.28827 -51.22010 -7.49801 0.34 0.12 3.70 0.8328
H -31.00357 -47.59952 -12.75484 0.10 2.43 0.72 0.0107
H -33.49214 -46.78149 -6.16560 -0.09 2.37 -1.76 0.1209
C -27.88956 -49.18433 -3.66772 1.59 2.63 1.47 -0.3053
H -31.57589 -56.44264 -8.90410 -1.85 0.29 -2.18 -0.0243
H -36.12698 -46.68340 -5.52316 -0.31 -1.14 0.48 0.0517
H -32.57546 -54.85766 -9.80040 -1.43 -0.18 -0.93 0.0721
C -38.06218 -51.19649 -1.57362 -0.49 4.30 7.32 -0.2303
S -36.56435 -48.96875 -10.72790 2.03 -0.25 -2.24 0.8368
C -33.68594 -55.10474 -9.82697 2.73 0.63 4.73 -0.3099
C -35.73548 -48.30010 -9.29273 0.90 -0.24 0.29 -0.3200
C -34.17872 -54.19324 -3.93892 -1.25 1.43 0.82 -0.2355
C -32.70929 -55.19164 -1.86818 3.02 -1.86 -0.07 -0.3065
H -38.87122 -51.01879 -0.69619 1.77 -1.37 -1.45 0.1267
H -36.32890 -51.19621 -11.25270 -2.69 -2.27 -1.18 0.0176
H -33.67098 -55.25981 -1.32244 0.86 -0.60 0.10 0.0406
H -30.64480 -50.89011 -5.90800 -0.12 0.32 0.01 0.0388
H -33.26926 -44.92455 -6.43858 0.42 -0.19 -0.14 0.0727
H -35.52770 -48.25815 -5.61466 1.80 -2.05 -1.16 -0.0322
H -37.68063 -49.79219 -4.41534 0.06 0.39 -3.20 0.1008
H -35.02635 -50.49834 -11.49847 4.67 0.94 -2.76 -0.0103
C -31.43667 -50.40766 -6.49411 -0.04 2.89 -2.94 -0.2855
H -30.45998 -49.85227 -2.77336 -1.77 1.38 -1.90 -0.0168
H -38.35232 -51.84452 -2.22926 -1.45 -4.06 -3.88 -0.0140
C -37.95404 -49.73413 -5.61809 0.52 -1.35 2.80 -0.2879
H -31.41997 -49.09163 -6.52787 -0.09 -4.11 0.54 0.1523
H -31.30869 -53.34293 -6.69394 0.29 -1.57 -0.99 0.0550
```
Forces are in eV/Å.

Results
Frontier orbital gap   8.356 eV
Strongest force on any atom   0.165 Eh/bohr
Highest occupied orbital energy   -8.32 eV
Relative energy (zero: lowest compared OMol25 entry of this formula, charge and spin)   0.00 kcal per mole
Total energy   -154739.0975 eV

2.
The following is a quantum chemistry calculation of 2 unconnected molecules or ions with the total composition C4H6O2S in a non-equilibrium geometry, from OMol25.

```
13
Properties=species:S:1:pos:R:3:forces:R:3:lowdin_charge:R:1
C -3.47112 -0.95246 -0.15144 -3.05 -0.63 -4.13 -0.6414
H 0.77020 1.75220 0.57623 -1.16 1.81 0.69 0.0697
H 0.24192 1.04854 -2.83276 0.53 -0.61 2.42 0.1511
H -4.06717 -0.77749 -1.15895 1.32 -0.26 2.14 0.0655
H 0.82238 0.12716 1.20110 -0.58 -1.45 2.21 0.0616
C -0.21840 -0.78169 -0.79100 -0.20 -1.76 -0.08 -0.2512
H 2.08744 0.86786 0.33224 3.54 -0.17 -0.15 0.0492
O 0.58691 1.19863 -1.89488 -0.17 0.89 -1.91 -0.0005
O -0.68369 -1.83341 -0.58611 -0.20 -0.30 -0.20 0.1213
C 1.09057 0.77240 0.45789 -1.81 -0.18 -3.49 0.0154
S -2.64611 0.22098 0.50923 1.23 2.53 1.56 0.7636
C 0.50156 0.27870 -0.87550 0.63 1.53 0.26 -0.3792
H -3.59210 -1.90029 0.26627 -0.08 -1.38 0.68 -0.0249
```
Forces are in eV/Å.

Results
Frontier orbital gap (spin up / spin down)   6.990 / 5.931 eV
Strongest force on any atom   0.101 Eh/bohr
Highest occupied orbital energy (spin up / spin down)   -6.63 / -8.04 eV
<S²>   2.01
Relative energy (zero: lowest compared OMol25 entry of this formula, charge and spin)   52.75 kcal per mole
Spin multiplicity   3
Total energy   -19169.7250 eV

3.
The following is a quantum chemistry calculation of 2 unconnected molecules or ions with the total composition C17H23F2I2NO10 in a non-equilibrium geometry, from OMol25.

```
55
Properties=species:S:1:pos:R:3:forces:R:3:lowdin_charge:R:1
O -2.17216 1.68328 4.82570 -1.25 3.03 -1.45 0.2462
C -6.17482 1.80699 -3.67280 0.52 -0.38 1.07 0.0200
C -1.14822 -1.02870 0.13467 -0.69 -0.63 0.46 -0.1262
O -0.45691 -1.12386 2.43582 -1.53 0.65 0.67 -0.0075
H -3.18388 -0.08923 0.00152 0.47 -0.48 0.19 0.0980
H -2.70082 -2.96458 -0.95381 -0.14 0.59 -0.50 0.1184
C 1.25288 1.15634 0.06071 0.89 0.04 -0.08 -0.7299
H 2.67909 2.56741 -0.73124 0.25 -0.78 0.00 0.0487
H 7.33456 0.41352 2.03359 -0.15 -0.02 -0.20 0.0921
H 3.29627 1.64689 0.65299 -0.26 -0.24 -0.49 0.0389
C -1.82928 0.67060 5.23423 0.88 -1.15 0.71 -0.4994
F -1.42556 0.61097 6.52120 -0.11 -1.36 -0.48 0.1439
H -4.76149 -2.73395 -2.27122 -0.06 0.42 0.56 0.1234
C -6.24801 0.26245 -3.68967 1.02 1.22 -0.17 -0.5351
O 7.23686 0.46302 -0.00077 -0.03 0.01 -0.14 -0.0023
H -4.88433 0.16920 -1.29692 -0.36 -0.45 -0.17 0.1152
H 8.49478 -0.05651 -3.59440 0.06 0.12 0.08 0.0983
C -0.55043 -0.19797 1.30561 0.74 -0.88 -1.13 -0.5454
H -1.87107 1.23507 1.02720 0.21 -0.23 0.12 0.0479
C -3.08584 -1.94236 -1.17554 -0.29 0.09 1.01 -0.1961
O 9.10807 0.91023 -1.19454 -0.15 -0.03 0.00 0.1266
H -0.78300 -0.72692 -0.86546 -0.05 0.21 0.71 0.0961
C -2.70044 -1.08784 0.09591 -0.22 -0.55 -1.16 -0.1723
H 8.42005 1.59255 1.28366 0.10 -0.09 -0.09 0.0986
H -7.18972 2.24129 -3.59559 0.53 -0.50 -0.24 0.0901
C 2.71531 1.55196 -0.28260 -1.11 0.78 0.12 -0.2074
H 8.11559 1.69381 -3.53343 0.11 -0.09 0.07 0.0981
H -3.15885 -1.61972 0.95396 0.49 0.53 -0.15 0.1302
H 6.94119 0.54484 -4.19084 -0.12 -0.03 0.21 0.0925
C 0.91177 0.19817 0.91425 0.08 0.20 0.48 -0.5829
F -0.93089 -1.99465 6.11817 0.33 1.19 -0.44 0.1524
N -1.81062 -0.49923 4.38899 1.78 -0.83 1.84 0.1947
H -0.78872 -2.07368 0.28211 -0.07 0.71 -0.06 0.1418
O 7.09920 0.50834 -2.15980 0.01 0.01 0.14 -0.0014
H -5.62955 2.07636 -2.73923 -0.13 0.14 -0.78 0.0799
O -5.15266 -0.49328 -3.27154 -0.02 0.86 0.68 -0.0537
H -5.65997 2.22113 -4.55736 -0.11 -0.34 0.47 0.0890
O -2.58109 -2.55816 4.86493 -2.00 -2.35 -0.60 0.2371
C -5.29260 -0.71081 -1.83537 -0.43 -0.87 0.21 -0.1725
C -1.81305 -1.74585 5.13923 0.37 0.65 -0.20 -0.4802
H 8.79977 -0.15802 1.22285 0.05 0.13 -0.08 0.0987
C -4.61943 -2.04392 -1.40557 0.40 -0.03 -1.16 -0.1653
H -5.16597 -2.52539 -0.56565 0.46 0.60 -0.26 0.1211
H -6.38497 -0.84765 -1.66375 0.69 0.38 0.23 0.1321
H -2.59089 -1.53952 -2.08725 -0.29 -0.30 0.55 0.1220
H 3.18581 0.81511 -0.95858 -0.22 0.42 0.32 0.0826
O -7.21989 -0.29150 -4.04319 -1.68 -0.99 -0.64 0.1491
C -0.54974 -0.41876 3.59634 -0.92 -0.63 -0.37 -0.4846
O 0.30447 0.24519 4.02832 1.84 1.34 0.55 0.1919
O -1.33656 0.86224 1.74455 0.32 -0.06 -0.14 -0.0022
C 7.93452 0.65337 -1.12515 -0.09 -0.02 0.01 -0.6159
C 8.00599 0.58825 1.19548 0.10 0.01 0.34 -0.0412
C 7.71255 0.68581 -3.43669 0.07 0.02 -0.34 -0.0436
I 2.55876 -0.89108 1.80332 -0.83 0.24 -0.43 0.9916
I -0.25612 2.28872 -0.96737 0.54 -0.27 0.18 0.9576
```
Forces are in eV/Å.

Results
Frontier orbital gap   8.738 eV
Strongest force on any atom   0.070 Eh/bohr
Highest occupied orbital energy   -9.23 eV
Total energy   -61601.0704 eV
Structure (SMILES)   CC(=O)OCCCCC[C@@](O)(OC(=O)N(C(=O)F)C(=O)F)/C(I)=C(/C)I.COC(=O)OC